This record from the Open Molecules 2025 dataset describes a single C6H6F2N2 molecule at a distorted geometry. The level of theory is ωB97M-V with the def2-TZVPD basis set.

Structure (XYZ):
```
16
Properties=species:S:1:pos:R:3:mulliken_charge:R:1
N -1.586 2.110 0.366 -0.465
C -1.385 0.806 -0.205 -0.595
C -1.381 -0.395 0.356 0.828
N -1.016 -1.534 0.644 -0.604
C 0.299 -2.139 0.432 -0.459
C 1.106 -1.114 -0.278 -0.068
C 0.989 -0.099 -1.135 -0.526
C 1.888 0.063 0.004 0.777
F 3.166 0.397 -0.165 -0.296
F 1.399 1.044 0.923 -0.293
H -1.187 2.429 1.278 0.228
H -1.684 2.859 -0.387 0.222
H -1.971 0.748 -1.141 0.285
H 0.720 -2.429 1.384 0.283
H 0.241 -3.132 -0.108 0.290
H 0.401 0.387 -1.967 0.391
```

LUMO level, eV: 0.646
Total charge: 0
HOMO energy, eV: -7.865
Energy above the lowest of the compared OMol25 structures with the same formula, charge and spin, kcal/mol: 110.3
SMILES: NC=C=NCC1=CC1(F)F
Calculated total energy, Eh: -541.28701
Kohn-Sham gap, eV: 8.512